C42H96F6MnN8O10P as an isolated structure at a distorted geometry, computed with wB97M-V/def2-TZVPD.

Computed properties:
Gap between HOMO and LUMO (spin up / spin down) (eV): 4.50 / 8.22
LUMO (spin up / spin down) (eV): 0.3 / 0.2
Multiplicity: 7
⟨S²⟩: 12.002
HOMO (spin up / spin down) (eV): -4.22 / -7.98

Structure (XYZ):
```
164
Properties=species:S:1:pos:R:3:forces:R:3
Mn 1.0628 -1.0759 -3.2840 -2.2696 0.0424 -1.3889
P -0.8910 0.7515 -0.4667 -1.8693 -1.1775 -0.2566
F 0.4391 0.4860 0.4386 -0.3296 -0.7986 -0.1206
F -0.2859 2.1536 -0.8204 0.2966 1.4487 -0.9988
F -0.1132 0.1075 -1.7722 -0.6359 0.1828 0.3593
F -2.2925 1.0881 -1.3961 2.0571 -0.4742 0.6425
F -1.5342 -0.7230 -0.1158 0.9487 0.8434 -0.3221
F -1.6351 1.3787 0.7751 -0.4486 0.2430 0.8621
C -4.5989 -0.5464 0.4456 0.7812 -0.4909 -0.4650
C -5.9267 0.1510 0.4476 1.1360 1.0390 1.0519
C -6.9064 -0.4905 -0.4487 -2.2405 -0.6035 -0.3807
C -7.5291 -1.7494 -0.0347 -0.2950 -2.7155 1.2549
N -7.9935 -2.7708 0.2944 0.8438 2.1970 -0.7244
H -3.7437 -0.0193 0.8686 -0.3696 0.2780 0.1658
H -4.3498 -0.6627 -0.6092 0.3572 -0.2146 -0.0616
H -4.6010 -1.5448 0.8829 -0.2704 -0.0571 0.0689
H -5.7746 1.1627 0.0714 0.0697 0.0924 -0.2406
H -6.3208 0.3414 1.4459 -0.2166 -0.4182 0.1173
H -6.5578 -0.6945 -1.4611 0.1906 0.4935 -0.0777
H -7.7900 0.1477 -0.4507 -0.0116 0.4056 -0.6969
C 1.5983 4.7318 -3.1966 -0.3121 -0.3064 -0.2141
C 0.4730 4.7216 -4.2233 -0.1594 -0.3020 0.5671
C -0.5250 3.5518 -4.0461 0.2823 -0.6499 -0.2208
C 0.0290 2.1867 -4.1992 1.6694 -3.1311 -0.7994
N 0.4690 1.0928 -4.3220 -1.7540 4.1620 0.8026
H 1.2113 4.8553 -2.1851 0.0785 0.1965 -0.0544
H 2.2773 5.5362 -3.4796 0.1579 -0.0432 0.3793
H 2.1225 3.7768 -3.2330 0.2616 -0.0289 -0.0219
H 0.9352 4.7421 -5.2102 -0.3634 -0.2186 -0.1931
H -0.1122 5.6335 -4.1044 -0.0381 0.0448 -0.1422
H -1.3483 3.6406 -4.7549 -0.0526 -0.0369 -0.0113
H -0.9590 3.4803 -3.0488 -0.0720 0.5557 0.2216
C -1.9101 -0.0475 5.8602 -0.9680 0.9059 -0.4367
C -1.7097 -0.7283 4.5486 0.5834 -1.7195 0.8970
C -1.3937 0.1801 3.4197 -0.0012 -0.5124 -1.5985
C -0.2588 1.0697 3.5772 0.9169 1.3749 0.4509
N 0.6627 1.7620 3.7141 -1.0927 -0.8472 -0.1581
H -2.2009 -0.7227 6.6649 0.3589 0.1210 0.0371
H -2.7588 0.5992 5.6377 -0.1959 0.4703 0.7092
H -1.0514 0.5931 6.0610 -0.0085 -0.1650 0.5144
H -2.6000 -1.2882 4.2624 -0.0482 -0.0815 0.0254
H -0.9155 -1.4615 4.6891 0.1519 -0.1443 -0.3882
H -2.3089 0.6382 3.0445 0.2516 0.7516 0.2144
H -1.1115 -0.4486 2.5752 0.0671 -0.1203 -0.2311
C 2.8883 2.2053 -0.2330 -0.6911 0.2419 -0.5106
O 3.6432 1.0184 -0.1048 -0.9930 -0.3585 -0.9142
C 4.3461 0.9730 1.0666 1.9107 0.2558 1.3409
C 5.1819 -0.2782 1.2330 -0.8275 -0.1170 -0.9364
N 5.8249 -0.2464 2.5314 0.2738 0.4985 -0.6620
C 6.4211 -1.4941 2.8989 -0.0464 -0.2688 1.1563
C 7.3705 -1.3181 4.0995 0.0105 -0.2855 -0.7965
O 8.5036 -0.5417 3.7383 -1.4939 -0.2098 -0.8338
C 9.4722 -0.4203 4.7309 0.2859 0.1607 -0.6442
H 2.3278 2.4693 0.6637 0.2570 -0.1073 0.2882
H 2.1152 2.0319 -0.9815 0.1086 -0.0176 -0.1496
H 3.5158 3.0329 -0.5639 0.1824 0.1405 0.1366
H 3.7395 1.0926 1.9643 -0.3393 0.1255 -0.0507
H 5.1032 1.7566 1.0338 -0.0551 0.7279 0.3607
H 5.8651 -0.3654 0.3881 0.5679 0.1719 -0.1465
H 4.5140 -1.1169 1.0368 -0.0754 -0.4894 0.8563
H 6.6197 0.3717 2.4510 -0.0462 0.6645 0.0054
H 6.9551 -1.9934 2.0905 0.1971 -0.0929 -0.2419
H 5.5740 -2.1112 3.1985 0.2545 -0.5829 0.1838
H 7.7125 -2.3235 4.3451 -0.0136 -0.1607 0.4964
H 6.8610 -0.8323 4.9317 -0.1761 -0.1503 0.1812
H 9.9017 -1.3955 4.9600 0.2322 -0.0906 0.1451
H 9.0968 0.0375 5.6461 -0.0396 0.1679 0.0823
H 10.1790 0.2162 4.1985 0.5339 0.0080 0.7981
C -3.6386 0.9010 -4.0751 1.1690 0.7153 -0.3803
O -3.9447 0.1045 -5.1964 -1.6617 -0.2708 0.4827
C -5.3320 0.3409 -5.5507 0.4969 -1.1332 -0.6648
C -5.7533 -0.7632 -6.5630 0.7533 0.6749 -0.1539
N -5.1829 -0.5615 -7.8934 -0.5949 -0.2119 -0.4015
C -5.3349 -1.6932 -8.8253 0.0240 0.7368 -1.0648
C -6.7204 -1.7384 -9.5006 -1.0878 -1.0866 0.4915
O -6.8139 -2.6772 -10.6206 0.0102 1.1934 0.5502
C -8.1412 -2.8011 -11.1687 0.9982 -0.3889 0.4011
H -2.6335 0.6862 -3.7122 -0.1653 -0.4395 -0.0640
H -4.3282 0.8623 -3.2319 -0.2426 -0.3718 -0.0985
H -3.5830 1.9311 -4.4273 -0.2209 0.5273 0.1747
H -5.4087 1.3807 -5.8687 -0.1710 0.0116 -0.6636
H -6.0172 0.2696 -4.7060 0.2497 -0.2626 0.5011
H -6.8354 -0.8550 -6.6563 -0.0876 0.3051 0.1288
H -5.3930 -1.7151 -6.1729 0.0091 -0.1917 0.4768
H -4.2130 -0.2847 -7.8405 -0.0054 -0.1547 0.1665
H -5.1204 -2.6803 -8.4158 0.0264 -0.1151 0.3683
H -4.6020 -1.5175 -9.6128 0.0795 -0.1045 -0.1079
H -7.1444 -0.7532 -9.6947 0.5627 0.3213 -0.7653
H -7.4275 -2.0987 -8.7535 -0.1840 -0.3383 0.3513
H -8.0391 -3.4327 -12.0512 0.0806 0.2984 -0.1498
H -8.5868 -1.8379 -11.4171 0.0539 0.0823 -0.0454
H -8.8012 -3.3623 -10.5073 -0.0958 0.1787 0.4038
C 0.5402 -3.1869 -0.8539 -1.5406 -0.2430 -0.4090
O 1.3019 -2.2741 -1.6052 1.9253 -0.8059 1.8431
C 2.6062 -2.1973 -0.9857 -0.0128 0.2571 -0.3548
C 3.4907 -1.5232 -2.0002 0.5521 -0.9493 0.5990
N 2.8308 -0.2953 -2.4260 1.6402 -0.1426 -0.8426
C 3.6157 0.3531 -3.4811 0.2097 1.6815 -0.5355
C 3.5464 -0.3251 -4.8586 0.1305 -0.3526 0.8247
O 2.1927 -0.6787 -5.1404 0.9965 -0.7621 -1.6866
C 1.9900 -1.2388 -6.4938 0.4323 1.1524 0.2310
H 0.3662 -2.8188 0.1572 0.2169 -0.0698 0.1122
H 1.0069 -4.1714 -0.8849 -0.0035 -0.0305 0.2024
H -0.4242 -3.2276 -1.3601 -0.0568 -0.1831 0.1185
H 3.0112 -3.1828 -0.7557 -0.2238 -0.2451 -0.0966
H 2.5393 -1.6561 -0.0420 -0.1388 0.2588 -0.0425
H 3.7020 -2.2499 -2.7847 -0.3449 0.2410 -0.4478
H 4.4658 -1.3043 -1.5652 0.1822 0.1376 0.2074
H 3.0719 0.2692 -1.6239 -0.9777 0.5405 0.5624
H 4.6374 0.4971 -3.1297 0.5667 -0.7343 -0.2884
H 3.3398 1.4075 -3.4963 -0.8038 -0.0093 -0.4011
H 4.1822 -1.1987 -4.7147 -0.1038 -0.5698 -0.5639
H 3.9651 0.2397 -5.6915 0.0289 0.4021 0.2546
H 0.9193 -1.3088 -6.6860 0.1866 -0.5412 0.5097
H 2.5960 -2.1173 -6.7155 -0.4484 -0.4885 0.6891
H 2.3494 -0.5440 -7.2529 0.1287 0.6508 0.2520
C 2.0942 6.3505 -0.1482 -0.0846 1.9644 -2.2686
O 0.6890 6.2249 -0.3440 0.6337 -1.0103 2.0170
C 0.0987 5.6569 0.8425 -0.5864 -0.3615 -1.0179
C -1.3476 5.2360 0.5206 0.4069 0.5627 0.9879
N -2.1179 5.2238 1.7427 -1.2539 0.2747 -0.1081
C -1.8849 4.2225 2.7434 -0.1565 0.2066 0.5683
C -2.7408 4.5423 4.0037 0.7119 -0.3432 -1.4441
O -2.1856 5.6110 4.7573 -0.7559 -0.1060 -0.1172
C -1.0655 5.2656 5.5557 -0.2871 -0.3602 -0.5910
H 2.7372 5.4707 -0.1253 -0.5639 -0.4586 0.4809
H 2.3958 7.1283 0.5533 -0.3122 -0.4260 0.8605
H 2.3358 6.8629 -1.0795 0.6332 -0.1477 -0.2959
H 0.0643 6.3428 1.6890 0.0781 0.6073 -0.1521
H 0.6932 4.8201 1.2090 0.1266 -0.3325 -0.2306
H -1.4140 4.2745 0.0116 0.1070 -0.0609 0.0854
H -1.8117 5.9910 -0.1139 0.2144 0.0501 -0.2351
H -2.2290 6.1352 2.1636 0.2296 0.1189 -0.1537
H -0.8492 4.1950 3.0823 0.3814 -0.3767 -0.0316
H -2.1616 3.2765 2.2779 0.1086 -0.3329 0.3960
H -2.8691 3.6290 4.5846 0.0915 -0.0006 0.3749
H -3.7077 4.8253 3.5876 -0.1603 0.3700 0.4819
H -1.1657 5.7751 6.5141 0.2113 0.0284 -0.0929
H -0.1510 5.5247 5.0223 0.2057 0.2199 0.2533
H -1.0382 4.1851 5.6970 0.0267 -0.1258 0.2923
C 2.0924 -1.4078 2.9620 -0.6195 -0.0346 1.1531
O 1.2644 -2.4356 3.5554 0.7359 -0.2939 0.1149
C 1.7320 -2.9531 4.8195 0.5699 0.6320 -0.1978
C 0.8605 -4.1187 5.2150 -0.3591 0.0094 -0.6978
N 1.2163 -4.8205 6.4439 -0.1821 0.7593 -0.1015
C 0.6844 -6.1683 6.4578 0.0215 -0.5961 0.6064
C 1.0845 -6.9147 7.7323 -0.8395 0.7278 -1.1674
O 2.4139 -7.2621 7.5607 1.2788 -0.8850 1.4277
C 2.8525 -7.9896 8.6998 0.8897 -0.5486 0.4480
H 3.1564 -1.6345 2.8948 0.0813 -0.5849 0.0261
H 2.0169 -0.5293 3.6027 0.0398 0.2866 -0.1765
H 1.7061 -1.1681 1.9714 -0.1775 -0.1131 0.1395
H 1.7786 -2.1892 5.5956 -0.4175 0.4074 0.0565
H 2.7691 -3.2802 4.7449 0.3196 -0.2277 -0.3626
H 0.9206 -4.7797 4.3503 -0.1799 -0.3958 -0.2451
H -0.1634 -3.7460 5.2438 -0.1822 -0.1732 0.2578
H 2.2168 -4.9584 6.4357 0.3220 0.1975 0.1770
H 1.1339 -6.7102 5.6257 -0.2038 -0.4895 -0.2448
H -0.3982 -6.2583 6.3678 -0.0884 0.6517 -0.1323
H 0.4525 -7.7988 7.8165 -0.0890 -0.2608 0.1936
H 0.9782 -6.2879 8.6177 -0.2503 0.1314 0.1076
H 2.4703 -9.0068 8.7845 -0.2824 -0.2658 -0.7266
H 2.6013 -7.6089 9.6898 -0.4066 0.9897 -0.1512
H 3.9391 -8.0690 8.7330 0.0202 0.1230 -0.5221
```
Positions in Å, forces in eV/Å.